An isolated molecule of C20H22O5, computed with the ωB97M-V functional and the def2-TZVPD basis.

Output
**Gap between HOMO and LUMO**: 8.777 eV
**Energy above the lowest of the compared OMol25 structures with the same formula, charge and spin**: 13.2 kcal per mole
**Max |F|**: 0.991 eV/A
**SMILES string**: CCOc1cc2c(cc1OCC)[C@H](c1ccccc1OC)OC(=O)C2

Each line ends with the Mulliken charge.
Positions of all 47 atoms, in Å:
1 C 3.88095 1.13587 -2.67913  -1.06
2 C 4.19782 1.65596 -1.27990  -0.52
3 O 3.76686 0.77921 -0.25900  -0.47
4 C 2.43644 0.67134 0.04337  0.97
5 C 1.45853 1.52059 -0.46024  -0.50
6 C 0.13055 1.39098 -0.08812  -0.44
7 C -0.23939 0.40849 0.81746  0.16
8 C 0.72481 -0.42992 1.34366  -0.25
9 C 2.05570 -0.33704 0.95468  0.29
10 O 2.89576 -1.21798 1.57593  -0.57
11 C 4.01014 -1.75666 0.88525  -0.33
12 C 3.60521 -2.51061 -0.37692  -0.93
13 C -1.69542 0.36824 1.20557  0.25
14 C -2.54237 -0.33532 0.15618  0.39
15 C -3.58470 0.30406 -0.49256  -0.59
16 C -4.33326 -0.34692 -1.46049  -0.94
17 C -4.03953 -1.65647 -1.78225  -0.68
18 C -3.01860 -2.32409 -1.12610  -0.54
19 C -2.27090 -1.67946 -0.14856  0.48
20 O -1.27886 -2.27072 0.57051  -0.26
21 C -0.90780 -3.59275 0.26465  -1.08
22 O -2.16044 1.69386 1.45708  -0.50
23 C -1.84777 2.67706 0.60893  0.38
24 O -2.26566 3.78801 0.79265  -0.62
25 C -0.94733 2.31318 -0.56461  -1.01
26 H 4.26935 1.82669 -3.42224  0.40
27 H 2.80794 1.03093 -2.82189  0.33
28 H 4.34515 0.16346 -2.82606  0.29
29 H 5.28155 1.70887 -1.14164  0.39
30 H 3.78644 2.66122 -1.13097  0.35
31 H 1.72150 2.31375 -1.14180  0.42
32 H 0.46393 -1.18531 2.06594  0.54
33 H 4.45380 -2.44487 1.61033  0.40
34 H 4.73778 -0.97645 0.64486  0.23
35 H 4.47948 -2.97847 -0.82128  0.37
36 H 3.16468 -1.82889 -1.10074  0.23
37 H 2.87439 -3.27987 -0.13683  0.24
38 H -1.81464 -0.15645 2.16052  0.55
39 H -3.83185 1.32245 -0.23226  0.53
40 H -5.13967 0.17212 -1.95458  0.41
41 H -4.60996 -2.17373 -2.53898  0.39
42 H -2.81748 -3.35303 -1.37824  0.43
43 H -0.57380 -3.68699 -0.77349  0.43
44 H -1.72538 -4.29664 0.45091  0.39
45 H -0.07768 -3.82184 0.93113  0.25
46 H -1.56772 1.81429 -1.31652  0.39
47 H -0.55018 3.23150 -0.99733  0.40

Cartesian forces (eV/Å) of the 3 atoms listed first:
C -0.02 0.03 0.41
C 0.11 0.18 -0.42
O -0.25 -0.24 0.34

An isolated molecule of C20H25NO3S in a non-equilibrium geometry, computed with the ωB97M-V functional and the def2-TZVPD basis.

Output
**Gap between HOMO and LUMO**: 8.917 eV
**Energy above the lowest of the compared OMol25 structures with the same formula, charge and spin**: 56.4 kcal per mole
**Max |F|**: 3.369 eV/A
**SMILES string**: CC[C@@]12C[C@@](C)(O)[C@](O)(c3nccs3)C[C@H]1CCc1cc(O)ccc12

Each line ends with the Mulliken charge.
Positions of all 50 atoms, in Å:
1 C 0.90325 -0.17821 3.92959  -1.81
2 C -0.12432 0.08272 2.82848  -0.48
3 C 0.40727 0.66119 1.52181  3.15
4 C 1.58572 -0.02795 0.73779  -1.84
5 C 1.39636 -1.45929 0.10943  0.61
6 C 2.72763 -1.87001 -0.68428  -1.99
7 O 1.14294 -2.37501 1.24551  -0.60
8 C 0.00283 -1.57472 -0.67959  1.90
9 O -0.43532 -2.92278 -0.69724  -0.75
10 C 0.28391 -1.21959 -2.13740  0.05
11 N 0.33065 -2.17149 -3.03972  -0.65
12 C 0.76108 -1.73816 -4.36566  -0.70
13 C 0.92093 -0.40454 -4.43080  -0.09
14 S 0.55449 0.37981 -2.88354  -0.03
15 C -1.11101 -0.84985 0.00480  -1.86
16 C -0.74632 0.55301 0.53771  0.26
17 C -2.05271 1.35843 1.00804  -1.55
18 C -1.67682 2.78110 1.46043  -1.12
19 C -0.24579 3.19101 1.52988  0.72
20 C 0.16790 4.53331 1.64411  -0.97
21 C 1.49935 4.85599 1.81646  0.78
22 O 1.91619 6.19126 1.87005  -0.55
23 C 2.37888 3.82158 2.00014  -0.70
24 C 2.07320 2.47253 2.07218  -0.81
25 C 0.70678 2.14860 1.74897  -0.42
26 H 1.61693 -0.82949 3.54262  0.39
27 H 0.34666 -0.62412 4.70278  0.48
28 H 1.31356 0.71462 4.26013  0.38
29 H -0.79650 0.89677 3.25507  0.35
30 H -0.63567 -0.91358 2.82994  0.24
31 H 1.78084 0.68340 -0.14418  0.19
32 H 2.44280 -0.14595 1.45056  0.76
33 H 2.64060 -2.87155 -1.01176  0.47
34 H 3.48797 -1.80452 0.06891  0.51
35 H 2.88194 -1.09748 -1.48768  0.28
36 H 0.84137 -3.27201 0.82084  0.49
37 H -0.12727 -3.23890 -1.59955  0.46
38 H 0.80046 -2.37556 -5.25468  0.38
39 H 1.31796 0.14566 -5.30656  0.38
40 H -1.95849 -0.81761 -0.77195  0.22
41 H -1.38444 -1.49816 0.88247  0.22
42 H -0.48182 1.14496 -0.36441  0.51
43 H -2.74263 1.44867 0.20245  0.58
44 H -2.57601 0.78203 1.86884  0.23
45 H -2.28934 3.52198 0.85379  0.42
46 H -2.02858 2.86170 2.47848  0.33
47 H -0.53173 5.39645 1.70707  0.35
48 H 2.85027 6.23638 1.98363  0.28
49 H 3.39624 4.08686 2.27547  0.23
50 H 2.92662 1.78939 2.06944  0.34

Cartesian forces (eV/Å) of the 3 atoms listed first:
C -1.50 0.37 -1.37
C -0.16 -0.02 1.87
C -1.18 -0.76 -1.12

A cluster of 13 separate species, H25O16S in total in a non-equilibrium geometry, computed with the ωB97M-V functional and the def2-TZVPD basis.

Output
**Gap between HOMO and LUMO**: 7.530 eV
**Energy above the lowest of the compared OMol25 structures with the same formula, charge and spin**: 41.0 kcal per mole
**Charge**: -1
**Max |F|**: 14.389 eV/A

Each line ends with the Mulliken charge.
Positions of all 42 atoms, in Å:
1 O 1.20193 1.22935 3.32504  -0.42
2 H 0.59445 1.32604 2.51945  0.35
3 H 0.80235 1.01560 4.29495  0.47
4 H 2.09827 0.65836 3.16034  0.49
5 S 0.05001 0.24647 -0.20724  -0.04
6 O 1.21134 1.05946 -0.64390  -0.44
7 O 0.03650 0.28491 1.19088  -0.76
8 O -1.11597 0.82547 -0.83093  -0.51
9 O 0.13446 -1.13665 -0.65096  -0.43
10 O 3.43476 0.01118 0.37924  -0.68
11 H 3.29724 -0.70600 -0.15652  0.33
12 H 2.67859 0.49699 0.22143  0.31
13 O -0.06682 -2.03999 -3.03337  -0.67
14 H 0.27285 -2.89532 -3.16561  0.27
15 H 0.00925 -1.91556 -2.01302  0.52
16 O -3.49047 -0.35876 0.22734  -0.66
17 H -2.70511 -0.07778 -0.22181  0.23
18 H -3.23686 -0.04547 1.17892  0.45
19 O -1.55874 -2.76821 0.29477  -0.61
20 H -1.04998 -2.02934 -0.10152  0.38
21 H -1.80058 -3.15009 -0.37203  0.25
22 O 0.60824 -1.54431 3.01275  -0.72
23 H 1.46190 -2.02239 2.81546  0.33
24 H 0.36501 -1.14116 2.13100  0.40
25 O 1.60502 -3.20713 -0.12772  -0.72
26 H 1.14227 -3.58150 0.52309  0.28
27 H 0.99508 -2.41131 -0.40553  0.50
28 O 1.36779 3.37335 -1.39589  -0.77
29 H 0.82389 3.12151 -2.20180  0.31
30 H 1.42367 2.43694 -1.07370  0.33
31 O -2.40964 0.60094 -3.12868  -0.68
32 H -1.66788 0.32510 -3.57056  0.33
33 H -1.96124 0.73266 -2.36251  0.30
34 O 2.58954 0.45741 -2.86514  -0.64
35 H 2.06520 0.80052 -2.11394  0.44
36 H 3.09574 1.17837 -3.02131  0.27
37 O -2.06167 0.73528 2.67050  -0.67
38 H -1.70863 1.12906 3.45494  0.28
39 H -1.16507 0.48281 2.20021  0.59
40 O -2.27087 3.17644 -0.00451  -0.64
41 H -1.95976 2.34187 -0.17453  0.36
42 H -3.13604 2.98488 0.24240  0.30

Cartesian forces (eV/Å) of the 3 atoms listed first:
O 2.14 -1.12 3.05
H 0.17 -1.06 -0.22
H 0.98 0.34 -3.67

E_HOMO readings, ordered: -8.1, -8.4, -7.2 eV